Record 1
70
Properties=species:S:1:pos:R:3:forces:R:3:nbo_charge:R:1 method="wB97M-V/def2-TZVPD" total_charge=+3 spin_multiplicity=2 homo_lumo_gap_ev="5.25 / 5.62" relative_energy_kcal_mol=83.7
Ir -0.65460 -0.54451 -0.07608 -2.278 -1.358 -0.433 1.08
C 2.45587 -3.80557 2.85821 0.430 -0.070 -0.229 -0.42
N 1.11556 -3.37065 3.22784 -0.160 0.136 -0.122 -0.30
C 0.39190 -3.84734 4.29832 -0.288 0.107 0.198 -0.01
C -0.78286 -3.19437 4.31685 0.126 -0.347 0.315 -0.06
N -0.77867 -2.30208 3.24559 0.065 -0.003 -0.065 -0.35
C 0.39982 -2.43767 2.58602 -0.190 -0.125 -0.055 0.24
S 1.04332 -1.59397 1.25027 -0.494 0.606 -1.043 0.12
C -1.88397 -1.48990 2.91622 0.022 0.043 0.051 0.39
C -2.82589 -1.21440 3.89873 -0.070 0.058 0.008 -0.24
C -4.00403 -0.57816 3.55134 0.017 -0.065 -0.090 -0.08
C -4.22417 -0.25150 2.22049 0.047 -0.058 -0.062 -0.22
C -3.21870 -0.50788 1.31627 -0.308 0.015 0.170 0.06
N -2.04941 -1.08611 1.65068 0.723 0.784 -1.201 -0.45
H 2.80156 -4.54274 3.57631 -0.087 0.017 0.051 0.26
H 3.14603 -2.96313 2.85999 -0.060 0.029 0.073 0.24
H 2.45404 -4.25356 1.86486 -0.113 0.017 0.014 0.24
H 0.76005 -4.61872 4.95273 0.069 0.023 -0.013 0.28
H -1.61363 -3.32366 4.98484 -0.051 0.031 -0.073 0.27
H -2.64905 -1.48304 4.92941 0.067 -0.037 -0.032 0.26
H -4.75496 -0.37125 4.30205 0.038 0.031 0.040 0.27
H -5.14914 0.19843 1.88996 0.000 -0.001 -0.010 0.27
H -3.34162 -0.26320 0.27051 -0.005 0.039 0.028 0.22
Br -2.94368 -6.06996 -3.41414 0.106 0.326 0.225 0.24
C -2.40636 -4.55407 -2.45412 -0.025 -0.248 -0.167 -0.04
C -2.19924 -4.61272 -1.07900 -0.121 0.020 -0.104 -0.25
C -1.78601 -3.46938 -0.43242 -0.094 -0.154 0.150 0.08
N -1.57482 -2.31078 -1.06498 1.453 0.406 1.070 -0.46
C -1.76788 -2.24654 -2.39240 -0.072 -0.014 -0.231 0.15
C -2.18461 -3.35051 -3.11588 -0.076 0.024 0.128 -0.17
C -1.43928 -0.95820 -3.02576 -0.069 -0.232 -0.188 0.19
C -1.74773 -0.65835 -4.33971 0.059 0.065 0.057 -0.23
C -1.26051 0.52043 -4.89936 -0.027 0.098 -0.345 -0.01
Br -1.61358 0.93094 -6.69332 0.062 -0.097 0.452 0.24
C -0.48878 1.37288 -4.11396 -0.062 -0.111 -0.036 -0.25
C -0.28401 1.03632 -2.79407 0.157 0.378 -0.155 0.08
N -0.75376 -0.09436 -2.25334 0.353 0.273 1.633 -0.51
H -2.35242 -5.53115 -0.53114 -0.006 0.012 0.026 0.27
H -1.62812 -3.47354 0.63732 0.089 -0.011 -0.043 0.21
H -2.31626 -3.29686 -4.18527 -0.008 0.018 -0.025 0.25
H -2.35620 -1.31856 -4.93840 0.044 -0.079 0.001 0.26
H -0.06495 2.27764 -4.52506 -0.006 0.028 0.045 0.27
H 0.29088 1.68461 -2.14384 -0.056 -0.038 0.034 0.24
O 7.38795 4.67307 -1.72767 0.400 0.377 -0.158 -0.63
C 6.92954 3.51648 -2.17643 -0.406 -0.672 -0.158 0.75
O 7.42144 2.92265 -3.09085 0.162 0.181 0.122 -0.49
C 5.67609 2.93490 -1.56034 -0.072 0.354 -0.105 -0.03
C 4.57014 3.74966 -1.29241 -0.130 -0.067 0.226 -0.22
C 3.40773 3.18408 -0.82193 0.251 0.131 -0.100 -0.14
C 3.32122 1.77949 -0.64132 -0.632 -0.019 0.018 -0.21
S 1.83594 1.18364 -0.04128 0.307 0.225 -0.001 -0.05
C 4.43412 0.96717 -0.94644 0.219 -0.070 -0.127 -0.11
C 5.58922 1.54387 -1.41104 0.031 -0.159 0.152 -0.18
H 6.95491 5.02702 -0.94410 -0.153 -0.159 0.112 0.50
H 4.61031 4.81994 -1.45110 0.086 -0.003 -0.017 0.25
H 2.55100 3.80056 -0.58833 -0.024 -0.019 -0.004 0.23
H 4.37250 -0.10463 -0.81898 -0.049 -0.001 0.016 0.23
H 6.44729 0.93312 -1.65689 0.020 0.045 -0.057 0.26
N -2.61834 6.65297 1.56257 -0.001 -0.053 -0.009 -0.14
C -2.34795 5.56396 1.31986 -0.043 0.159 0.020 0.19
C -1.99350 4.21079 1.01666 0.155 -0.249 -0.044 -0.04
C -1.10928 3.51176 1.83733 -0.146 0.033 -0.032 -0.19
C -0.77965 2.21423 1.50320 -0.007 0.003 0.238 0.07
N -1.28290 1.59547 0.42801 0.915 -0.604 -0.019 -0.53
C -2.12969 2.26805 -0.36093 -0.116 0.011 -0.207 0.04
C -2.50967 3.56953 -0.10939 -0.025 0.040 0.119 -0.20
H -0.69097 3.97396 2.72003 0.031 -0.011 -0.002 0.27
H -0.09018 1.64901 2.11616 0.012 0.006 -0.025 0.23
H -2.51904 1.74836 -1.22790 0.016 0.000 0.013 0.22
H -3.19833 4.07803 -0.76904 -0.002 -0.019 -0.022 0.27



Record 2
83
Properties=species:S:1:pos:R:3:forces:R:3:mulliken_charge:R:1 method="wB97M-V/def2-TZVPD" total_charge=+2 homo_lumo_gap_ev="4.02 / 4.02" relative_energy_kcal_mol=0.0
Sn -0.03946 -2.27054 -0.40704 2.797 4.679 2.866 0.42
C -2.33278 3.34392 0.36585 -0.014 -0.637 -0.092 0.42
C -2.65710 2.20146 1.14881 0.172 0.364 0.213 1.01
C -1.39846 3.62313 2.45057 -0.037 0.266 0.000 0.85
C -1.56207 4.22880 1.17250 0.274 0.013 0.252 0.53
C -2.13994 2.41000 2.45935 0.114 -0.119 -0.376 0.63
C -2.65513 3.54102 -1.05419 -0.375 0.162 -0.342 -1.31
H -3.59847 3.04126 -1.30808 0.230 0.121 -0.045 0.44
H -1.86197 3.11355 -1.69031 -0.103 0.033 0.221 0.14
H -2.74703 4.60883 -1.29158 0.042 -0.278 0.001 0.40
C -1.03495 5.53159 0.73268 0.056 0.483 0.133 -1.50
H -0.21184 5.42035 0.01101 -0.298 -0.021 0.136 0.16
H -0.65473 6.10416 1.58683 -0.077 -0.064 -0.278 0.40
H -1.82958 6.11485 0.24605 0.225 -0.078 0.075 0.47
C -0.61816 4.15071 3.58784 0.392 0.071 0.164 -1.73
H -1.27380 4.64196 4.32478 0.143 -0.122 -0.141 0.38
H 0.12701 4.88104 3.24730 -0.220 -0.157 0.143 0.39
H -0.08121 3.33697 4.09970 -0.220 0.205 -0.099 0.29
C -2.29757 1.51781 3.61630 -0.367 -0.315 0.264 -1.18
H -2.57387 2.08534 4.51788 0.141 -0.122 -0.230 0.39
H -1.35548 0.98736 3.82390 -0.142 0.181 -0.075 0.16
H -3.08003 0.77461 3.42309 0.195 0.131 0.131 0.44
C -3.35906 0.99170 0.68144 -0.056 -0.416 -0.276 -1.88
H -4.43565 1.01995 0.90482 0.196 0.052 0.005 0.37
H -2.94177 0.09858 1.16500 -0.125 0.192 -0.034 0.37
H -3.24092 0.87868 -0.40184 -0.056 0.037 0.166 0.40
C 0.83490 -2.22196 -2.36190 -0.391 -0.081 -0.221 -0.25
C -0.21883 -1.92486 -3.42639 0.101 0.910 -2.315 -0.49
C -1.32964 -2.97794 -3.62276 0.080 -0.163 -0.147 -0.82
C -2.23207 -3.33053 -2.43608 0.504 1.113 -0.379 -0.80
C -1.57761 -3.69476 -1.11862 0.775 -5.400 -1.005 -0.47
C -0.32292 -4.40468 -0.93232 -5.017 -2.156 -2.072 -0.19
C 0.56768 -4.78501 -2.07558 0.757 -0.424 0.267 -0.91
C 1.44703 -3.61864 -2.60266 0.317 0.352 0.338 -0.97
H -0.87991 -3.91499 -3.97606 -0.080 0.367 -0.147 0.31
H -2.84732 -4.19333 -2.75763 0.099 0.182 0.525 0.44
H -1.98849 -2.63920 -4.44364 0.317 -0.227 0.402 0.31
H 1.63539 -3.78251 -3.67337 0.010 0.110 0.271 0.31
H 1.61572 -1.45169 -2.31436 -0.235 -0.198 -0.227 0.57
H 0.33073 -1.98002 -4.39122 0.006 -0.271 0.275 0.42
H 2.41238 -3.68968 -2.08485 -0.096 0.111 -0.210 0.38
H 1.22936 -5.58585 -1.71070 -0.155 0.257 -0.106 0.41
H -0.18822 -4.97866 0.00113 -0.070 0.896 -0.113 0.61
H -0.00682 -5.24386 -2.88931 -0.134 0.273 0.341 0.38
H -2.91756 -2.48399 -2.28095 0.000 -0.304 0.203 0.31
H -2.33780 -3.89828 -0.36051 0.515 0.679 0.610 0.61
P -0.79883 -0.07846 -3.70073 0.132 -0.698 1.187 0.50
C 0.88371 0.64448 -3.93177 -0.127 0.426 0.325 -0.93
C -1.37915 -0.12996 -5.43640 0.148 -0.471 -0.097 -1.36
P 2.98050 -4.05560 3.16156 -2.159 0.212 -2.459 0.34
C 2.82705 -3.46687 1.51270 1.976 0.023 0.919 -0.61
C 1.50512 -3.17377 3.85012 -0.053 0.322 0.743 -0.59
C 2.42221 -5.79674 2.86205 0.555 -0.477 0.319 -0.80
H 0.99471 1.40826 -3.14633 0.181 -0.218 -0.471 -0.02
H 0.93917 1.10174 -4.93045 0.123 -0.118 0.367 0.50
H 1.68081 -0.10111 -3.80730 -0.194 0.233 -0.251 0.40
H -2.15419 -0.90077 -5.52277 0.081 0.270 -0.232 0.43
H -0.55669 -0.32806 -6.14229 -0.358 -0.014 0.140 0.40
H -1.83513 0.84012 -5.66313 0.105 -0.201 0.011 0.41
H 2.13648 -5.86228 1.80846 0.004 -0.191 0.330 0.17
H 1.58851 -6.11197 3.50395 0.258 0.314 -0.122 0.35
H 3.26697 -6.47415 3.04347 -0.296 0.085 -0.057 0.35
H 2.97868 -2.40609 1.29951 -0.519 0.131 0.172 0.48
H 3.09629 -4.13639 0.68671 -0.260 0.083 0.158 0.48
H 1.72315 -2.10910 3.98760 0.015 -0.203 -0.033 0.13
H 1.23373 -3.63156 4.81037 0.171 0.159 -0.222 0.44
H 0.68390 -3.28270 3.13643 0.158 -0.031 0.195 0.18
O 0.09373 1.70334 -1.13620 1.258 -0.250 1.635 -0.54
C 0.81354 1.52304 -0.12538 -1.075 -0.239 -0.960 -0.46
N 0.88172 0.35106 0.57143 -0.324 -0.447 0.117 0.18
S 1.61894 0.50048 2.02124 -0.133 1.256 -1.250 1.10
O 0.69054 0.45257 3.12716 -0.096 -0.368 0.000 -0.66
O 2.79449 -0.32876 2.13619 -0.031 -0.729 0.003 -0.76
C 2.11213 2.16863 1.74517 0.674 0.733 0.428 0.13
C 2.85455 2.99493 2.58907 -0.273 -0.185 -0.244 -0.43
C 3.11447 4.30102 2.15780 0.067 -0.218 0.157 -0.72
C 2.64299 4.74874 0.91965 -0.200 -0.100 -0.265 -0.54
C 1.89567 3.89972 0.09177 -0.093 -0.345 -0.170 -0.59
C 1.65141 2.58274 0.50924 0.030 1.067 0.356 0.34
H 3.19814 2.60316 3.54694 0.009 0.292 -0.213 0.50
H 3.69825 4.97226 2.79139 -0.192 -0.214 -0.215 0.43
H 2.85762 5.77374 0.59595 -0.090 -0.456 0.143 0.43
H 1.49281 4.22767 -0.87808 0.338 -0.118 0.485 0.71



| no. | DFT total energy (eV) |
| --- | --- |
| 1 | -212667.3576 |
| 2 | -74694.7244 |